Entry 1:
This record from the OMol25 dataset describes a structure of composition C17H17N6PtS2. The level of theory is ωB97M-V with the def2-TZVPD basis set.

Output
Relative energy (zero: lowest compared OMol25 entry of this formula, charge and spin) in kcal per mole: 0.0
Multiplicity: 1
Kohn-Sham gap in Ha: 0.264
Total charge: +1
LUMO energy in Ha: -0.130
Energy in Ha: -1902.1288

Geometry as XYZ:
```
43
C17H17N6PtS2, DFT ωB97M-V with the def2-TZVPD basis set
Pt 0.9075 -0.0963 0.2071
N 2.6937 -3.2674 -2.0138
C 2.2090 -2.1371 -1.4787
S 0.9053 -2.3005 -0.3035
N 2.7329 -1.0063 -1.8943
N 2.2011 0.0784 -1.2769
C 2.6102 1.2762 -1.5538
C 3.6456 1.5812 -2.5615
C 3.3447 2.4651 -3.5970
C 4.3017 2.7708 -4.5516
C 5.5677 2.2097 -4.4660
C 5.8719 1.3344 -3.4328
C 4.9129 1.0102 -2.4876
C 1.9728 2.3517 -0.7559
C 2.3556 3.6798 -0.8205
C 1.6480 4.6229 -0.0875
C 0.5675 4.2241 0.6769
C 0.2579 2.8750 0.7328
N 0.9554 1.9662 0.0599
H 2.2366 -4.1431 -1.8349
H 3.3055 -3.1958 -2.8102
H 2.3544 2.8991 -3.6674
H 4.0578 3.4445 -5.3619
H 6.3177 2.4526 -5.2069
H 6.8604 0.9001 -3.3652
H 5.1424 0.3131 -1.6934
H 3.1866 3.9673 -1.4471
H 1.9344 5.6651 -0.1292
H -0.0223 4.9326 1.2396
H -0.5571 2.5011 1.3371
C 2.7719 -0.3924 3.6104
N 1.9160 -1.5661 3.5059
C 2.2413 -2.8439 3.9152
C 1.1958 -3.6418 3.6076
N 0.2536 -2.8311 3.0209
C 0.6983 -1.5681 2.9466
S -0.1585 -0.2133 2.3120
H 3.6868 -0.6825 4.1184
H 2.2649 0.3851 4.1759
H 3.0006 -0.0231 2.6127
H 3.1828 -3.0669 4.3834
H 1.0446 -4.6950 3.7560
H -0.6395 -3.1117 2.6487
```

=====

Entry 2:
This record from the OMol25 dataset describes an isolated molecule of C17H17NO2 at a distorted geometry. The level of theory is ωB97M-V with the def2-TZVPD basis set.

Output
Relative energy (zero: lowest compared OMol25 entry of this formula, charge and spin) in kcal per mole: 382.6
Multiplicity: 1
Kohn-Sham gap in Ha: 0.264
LUMO energy in Ha: -0.005
Energy in Ha: -862.6666

Geometry as XYZ:
```
37
C17H17NO2, DFT ωB97M-V with the def2-TZVPD basis set
C 1.6233 0.7349 1.3351
C 0.2480 -0.0675 1.0479
C 0.1317 -1.1138 0.0636
C 1.1712 -1.3167 -1.0099
O 1.2420 -2.3119 -1.4969
C 2.0785 -0.1412 -1.6297
C 1.6042 1.1483 -1.7841
C 2.1205 1.9912 -2.6367
C 3.4682 1.7597 -3.0511
C 3.9956 0.5543 -2.6968
C 3.3901 -0.6659 -2.1435
H 3.7689 -1.5302 -2.0920
H 4.9429 0.4983 -3.0977
C 4.2797 2.7435 -3.6137
H 3.7757 3.8444 -3.5576
H 4.3733 2.6987 -4.6552
H 5.2896 2.9750 -3.2368
H 1.7939 3.0218 -2.6541
H 0.3206 1.0887 -1.5819
H -0.4914 -1.7080 0.1060
N -0.6535 0.2318 1.7560
C -1.7855 -0.1990 1.8202
C -2.6403 -0.3876 2.9949
C -3.8867 -0.6124 3.0489
C -4.8364 -0.8533 1.5192
C -4.0832 -0.5571 0.5984
C -2.6915 -0.0479 0.5975
H -2.1715 -0.2251 -0.3887
H -4.4058 -0.5621 -0.3336
H -5.7534 -0.9004 1.8262
O -4.7858 -0.8362 4.0499
H -4.2355 -0.5889 4.7501
H -2.1822 -0.2154 3.9453
H -0.3572 0.7500 2.7223
H 2.4787 0.4479 0.6608
H 1.4678 1.5884 1.0110
H 1.7357 0.6873 2.1756
```

=====

Entry 3:
This record from the OMol25 dataset describes an isolated molecule of C17H17NO3. The level of theory is ωB97M-V with the def2-TZVPD basis set.

Output
Relative energy (zero: lowest compared OMol25 entry of this formula, charge and spin) in kcal per mole: 6.7
Multiplicity: 1
Kohn-Sham gap in Ha: 0.339
LUMO energy in Ha: 0.015
Energy in Ha: -938.5278

Geometry as XYZ:
```
38
C17H17NO3, DFT ωB97M-V with the def2-TZVPD basis set
C -3.0715 -2.3004 1.3647
C -3.0551 -1.5679 0.0314
H -4.0324 -1.1240 -0.1847
H -2.7675 -2.2437 -0.7788
O -2.0726 -0.5341 0.0529
C -2.4869 0.7383 0.0655
O -3.6422 1.0800 0.0094
C -1.3355 1.6765 0.1211
C -0.0840 1.2215 0.5167
C 1.0055 2.0849 0.5105
C 0.8041 3.4240 0.1674
C -0.4510 3.8789 -0.1925
C -1.5257 3.0088 -0.2306
H -2.5093 3.3397 -0.5241
H -0.5868 4.9176 -0.4531
H 1.6418 4.1067 0.1829
N 2.2916 1.6769 0.8580
C 2.8981 0.4486 0.8117
O 4.0367 0.3306 1.2129
C 2.1158 -0.6920 0.2492
C 1.7754 -1.7376 1.1004
C 1.0480 -2.8139 0.6274
C 0.6770 -2.8556 -0.7056
C 1.0533 -1.8361 -1.5613
C 1.7801 -0.7444 -1.1052
C 2.1856 0.3456 -2.0506
H 2.2381 -0.0347 -3.0680
H 3.1567 0.7547 -1.7795
H 1.4554 1.1562 -2.0304
H 0.7815 -1.8857 -2.6059
H 0.1066 -3.6917 -1.0827
H 0.7776 -3.6181 1.2954
H 2.0745 -1.6894 2.1372
H 2.9223 2.4192 1.1416
H 0.0218 0.1979 0.8280
H -3.3648 -1.6222 2.1624
H -2.0815 -2.6928 1.5841
H -3.7805 -3.1222 1.3221
```

=====

Entry 4:
This record from the OMol25 dataset describes an isolated molecule of C17H17NO6S. The level of theory is ωB97M-V with the def2-TZVPD basis set.

Output
Relative energy (zero: lowest compared OMol25 entry of this formula, charge and spin) in kcal per mole: 39.9
Multiplicity: 1
Kohn-Sham gap in Ha: 0.342
LUMO energy in Ha: 0.018
Energy in Ha: -1562.4009

Geometry as XYZ:
```
42
C17H17NO6S, DFT ωB97M-V with the def2-TZVPD basis set
O 2.2757 1.5574 -4.7195
C 2.7129 1.4676 -3.6089
O 3.9791 1.7116 -3.3040
H 4.1246 1.5926 -2.3464
C 1.8501 1.0283 -2.4008
N 2.4508 1.5274 -1.1868
S 2.8422 0.4743 0.0534
O 3.8031 1.1837 0.8428
O 3.2203 -0.7485 -0.5871
C 1.3709 0.2339 1.0287
C 0.7571 -0.9984 1.0323
C -0.3450 -1.2084 1.8512
C -0.8313 -0.1503 2.6347
C -0.1832 1.0814 2.6211
C 0.9274 1.2735 1.8242
H 1.4641 2.2080 1.8268
H -0.5697 1.8666 3.2503
O -1.9279 -0.2841 3.4316
C -2.6799 -1.4568 3.1937
C -1.7514 -2.6531 3.0008
H -2.3152 -3.5646 2.7997
O -0.9120 -2.4476 1.8829
H -1.1413 -2.7883 3.9039
H -3.3243 -1.5903 4.0640
H -3.2952 -1.3237 2.2956
H 1.1418 -1.7997 0.4243
H 2.1348 2.4322 -0.8771
C 0.3853 1.4244 -2.6095
C -0.5863 0.5727 -1.8444
C -0.7183 -0.7769 -2.1533
C -1.6565 -1.5590 -1.5076
C -2.4832 -1.0002 -0.5475
C -2.3445 0.3354 -0.2153
C -1.3960 1.1145 -0.8565
H -1.3043 2.1605 -0.5997
H -2.9826 0.7828 0.5336
H -3.2383 -1.6091 -0.0718
H -1.7563 -2.6029 -1.7632
H -0.0962 -1.2084 -2.9238
H 0.1862 1.3283 -3.6809
H 0.2614 2.4766 -2.3416
H 1.9511 -0.0637 -2.3498
```